P.
15
Properties=species:S:1:pos:R:3 method="wB97M-V/def2-TZVPD" homo_energy_ev=-18.897 charge=+2
O -0.5381 1.4149 -1.7256
N -0.0996 0.3382 -0.9928
N -1.9100 -0.7649 -0.0580
N 2.0672 0.2440 0.4455
N -0.8401 0.1928 0.1527
C 2.5983 -0.0990 1.5080
C 1.5703 0.5993 -0.6112
H 2.7292 0.6100 2.3258
H -2.6626 -0.4362 -0.7025
H 2.9777 -1.1098 1.6524
H -2.3445 -0.9980 0.8561
H -1.2288 1.0764 0.5090
H -0.2924 1.3286 -2.6630
H 2.0721 1.0366 -1.4614
H -1.5103 -1.6394 -0.4504

=====

Q.
15
Properties=species:S:1:pos:R:3 method="wB97M-V/def2-TZVPD" homo_energy_ev=-19.015 charge=+2
O 0.0637 0.4886 0.8791
N 0.4378 -2.3590 -0.8799
N -0.1994 2.7852 0.1808
N 0.2725 3.7515 1.1238
N 0.3306 -1.1895 -1.1866
C -0.3532 -3.0002 0.0280
C -0.0657 1.5807 0.5656
H 0.8221 -0.7631 -1.9129
H 0.7955 4.4498 0.6008
H -0.0010 -3.9666 0.5689
H -0.4194 4.1857 1.8809
H -0.8195 -2.2976 0.7466
H 1.0737 -3.0716 -1.3730
H -1.0694 -3.5742 -0.5841
H -0.8684 2.9804 -0.6380

=====

Short version: Q, P, most stable first.

=====

P.
10
Properties=species:S:1:pos:R:3 method="wB97M-V/def2-TZVPD" homo_energy_ev=-8.998
P 1.3003 -2.1499 2.1185
O 0.7195 -1.9420 3.4542
N 0.1425 0.4631 -0.4815
C -0.7271 1.2340 -1.2363
H -1.7219 1.2140 -0.7525
H -0.3824 2.2850 -1.2260
H 0.5011 -0.4125 -0.9415
H 0.8371 0.8182 0.0707
H -0.8054 0.9079 -2.3121
H 0.1362 -2.4180 1.3064

=====

Q.
10
Properties=species:S:1:pos:R:3 method="wB97M-V/def2-TZVPD" homo_energy_ev="-7.526 / -7.343"
P -1.4741 -0.6163 0.7177
O 2.4000 -0.3310 0.8612
N -2.1878 0.7612 -0.0008
C 1.7001 -0.2508 -0.2585
H 2.0275 -0.9592 -1.0554
H -1.6633 1.6221 0.1528
H 1.3062 0.6106 -0.5987
H 1.8862 -0.0163 1.5770
H -1.5402 -1.4175 -0.3598
H -2.4546 0.5972 -1.0355

=====

Short version: P, Q, most stable first.

=====

P.
52
Properties=species:S:1:pos:R:3 method="wB97M-V/def2-TZVPD" spin_multiplicity=2 s2=0.764 homo_energy_ev="-12.658 / -12.630" charge=+2
Yb 0.1888 0.9873 -0.1312
N 0.3579 0.1923 2.0295
N 1.3968 -0.1375 2.9100
C 0.4580 -1.9832 -0.8070
C 0.2277 3.0651 -1.4459
C 1.4320 2.2082 -1.3455
C 0.6567 -1.2858 -2.0219
C -1.5613 -1.1030 -1.4504
C 1.9266 -1.1918 -2.7927
C -0.8401 0.0136 -3.6818
C -2.0589 0.8149 2.0963
C -0.5876 -0.7344 -2.4227
C -0.8030 0.4362 2.7669
C -3.0219 -0.8505 -1.5322
C -0.9065 -1.8763 -0.4570
C -0.4688 0.0960 4.0344
C -1.5689 -2.5581 0.6862
C 0.6511 4.3062 -2.2599
C 1.8225 -0.5596 5.1931
C 1.4873 -2.7451 -0.0476
C 0.8955 -0.1889 4.1157
H 2.8019 -0.8580 4.7857
H -0.0588 0.7679 -3.8732
H 1.4594 -3.8274 -0.2690
H -2.0090 0.9868 0.9927
H -3.2468 0.0147 -2.1731
H -1.8079 0.5329 -3.6537
H 1.3402 -2.6345 1.0383
H -3.5543 -1.7201 -1.9615
H -2.4681 1.7511 2.5361
H 0.9804 3.9647 -3.2429
H 1.4129 -1.4096 5.7574
H 2.2071 2.5223 -0.6379
H 1.4971 4.7871 -1.7651
H 2.3387 -0.1088 2.5699
H -2.4545 -2.0038 1.0300
H -3.4594 -0.6595 -0.5383
H -0.8821 -2.6552 1.5403
H 2.1039 -0.1723 -3.1674
H 1.9186 -1.8596 -3.6722
H -0.8588 -0.6624 -4.5569
H -1.1548 0.1009 4.8907
H 1.6428 1.4070 -2.0894
H -1.9039 -3.5777 0.4219
H 1.9879 0.2781 5.8915
H 2.7873 -1.4822 -2.1746
H 2.4995 -2.3872 -0.2868
H 0.9006 0.8782 1.6146
H -0.1525 5.0443 -2.3831
H -0.6746 2.6304 -1.8675
H -2.8353 0.0339 2.2448
H -0.0412 3.4124 -0.4373

=====

Q.
52
Properties=species:S:1:pos:R:3 method="wB97M-V/def2-TZVPD" spin_multiplicity=2 s2=0.848 homo_energy_ev="-13.344 / -12.795" charge=+2
Yb 0.2737 1.0212 0.1594
N 0.2881 0.0015 2.3467
N 1.3449 -0.2523 3.2388
C -0.9648 -1.8627 -0.1990
C 0.1572 3.1173 -1.2805
C -2.0732 0.8245 2.3536
C 1.8619 -1.1892 -2.5368
C 1.7801 -0.5849 5.5158
C -1.6288 -2.5493 0.9368
C 0.5964 4.3631 -2.0513
C 0.8309 -0.2202 4.4706
C -3.0744 -0.8597 -1.2867
C 1.3497 2.2366 -1.3509
C -0.6448 -0.7175 -2.1561
C 0.5968 -1.2727 -1.7605
C 0.3980 -1.9657 -0.5449
C -0.8411 0.4083 3.0939
C -1.6142 -1.0869 -1.1883
C 1.4248 -2.7363 0.2072
C -0.5161 0.0715 4.3564
C -0.9013 0.0054 -3.4250
H -3.5974 -1.7329 -1.7144
H 0.6726 0.9239 2.1076
H 1.4268 4.8116 -1.5160
H -1.8668 0.5230 -3.4078
H -1.9583 -3.5689 0.6763
H -3.5295 -0.6684 -0.3041
H -2.4943 1.7544 2.7752
H 2.0416 -0.1770 -2.9145
H -0.9519 -2.6439 1.7968
H -0.1295 0.7632 -3.6277
H 2.2941 -0.1329 2.9093
H -0.9170 -0.6744 -4.2944
H -2.8686 0.0624 2.4667
H 1.2814 -2.6275 1.2896
H 2.0870 2.4656 -0.4474
H 1.9378 0.2562 6.1775
H -1.2255 0.0870 5.1709
H -2.5155 -2.0022 1.2796
H -0.7651 2.6203 -1.7027
H 1.6000 1.4555 -2.0172
H -3.3129 -0.0028 -1.9271
H -0.2138 5.0769 -2.1358
H -2.0110 1.0064 1.2461
H -0.0831 3.3863 -0.2029
H 1.4037 -3.8166 -0.0110
H 1.3657 -1.4245 6.0564
H 2.7260 -1.4694 -1.9230
H 2.7328 -0.8720 5.0807
H 2.4358 -2.3804 -0.0247
H 1.8587 -1.8555 -3.4144
H 0.9221 4.0473 -3.0397

=====

Short version: P, Q, most stable first.